The following is a DFT calculation (ωB97M-V/def2-TZVPD) of a cluster of 2 separate species, C3H6Cl2N in total.

```
! wB97M-V def2-TZVPD RIJCOSX def2/J DEFGRID3
* xyz 1 1
C 1.49 0.46 -0.28
C -0.63 -1.01 0.25
C 2.04 -0.31 0.66
N -0.42 0.16 0.58
Cl 3.11 -1.60 0.20
Cl 1.97 0.06 2.34
H 1.50 1.47 -0.03
H 1.44 -0.02 -1.36
H -0.43 -1.78 0.96
H -1.30 -1.17 -0.60
H -0.10 0.38 1.56
H -0.65 0.95 -0.08
*
```

## Properties
ΔE to the lowest compared entry with this formula, charge and spin: 75.1 kcal/mol
Max |F|: 4.9 eV Å⁻¹
LUMO: -5.58 eV
Gap between HOMO and LUMO: 0.289 Eh
Energy: -1092.645620 Ha

Atom charges from the Mulliken analysis, given in e for atoms 1 to 6: atom 1 (C): -0.91, atom 2 (C): -0.15, atom 3 (C): 0.42, atom 4 (N): -0.16, atom 5 (Cl): -0.08, atom 6 (Cl): -0.14

***

The following is a DFT calculation (ωB97M-V/def2-TZVPD) of a cluster of 2 separate species, C4H11O2P in total.

```
! wB97M-V def2-TZVPD RIJCOSX def2/J DEFGRID3
* xyz 0 1
C 1.07 -2.12 0.48
C -1.25 -1.25 1.01
C 0.72 2.91 -1.44
C -0.01 -1.08 0.12
O -1.45 1.23 -1.99
O 0.57 0.15 0.27
P -0.64 1.82 -0.94
H 0.66 -3.13 0.40
H 1.92 -2.02 -0.18
H 1.40 -1.96 1.50
H -1.62 -2.26 0.96
H -2.02 -0.56 0.67
H -1.00 -1.00 2.04
H 0.35 3.93 -1.49
H 1.52 2.84 -0.71
H 1.07 2.59 -2.42
H -0.30 -1.25 -0.93
H -1.34 2.32 0.16
*
```

## Properties
ΔE to the lowest compared entry with this formula, charge and spin: 25.5 kcal/mol
Max |F|: 4.3 eV Å⁻¹
LUMO (alpha / beta): -0.19 / -0.19 eV
Gap between HOMO and LUMO (alpha / beta): 0.327 / 0.327 Eh
Energy: -650.785504 Ha

Atom charges from the Mulliken analysis, given in e for atoms 1 to 6: atom 1 (C): -1.45, atom 2 (C): -1.27, atom 3 (C): -0.84, atom 4 (C): 0.69, atom 5 (O): -0.53, atom 6 (O): -0.71

***

The following is a DFT calculation (ωB97M-V/def2-TZVPD) of a cluster of 2 separate species, C3H8Cl2O in total.

```
! wB97M-V def2-TZVPD RIJCOSX def2/J DEFGRID3
* xyz 0 1
C -0.03 -1.50 -2.73
C 0.18 -0.60 -1.50
C -0.74 -1.07 -0.35
Cl -2.48 -0.91 -0.60
Cl -0.49 -2.83 0.06
H 0.41 -1.11 -3.66
H -1.12 -1.60 -2.87
H 0.39 -2.49 -2.52
H 1.24 -0.66 -1.20
H -0.05 0.46 -1.70
H -0.59 -0.45 0.56
O 1.17 4.45 5.17
H 1.58 3.62 5.49
H 0.53 4.70 5.87
*
```

## Properties
ΔE to the lowest compared entry with this formula, charge and spin: 1.0 kcal/mol
SMILES: CCC(Cl)Cl.O
Max |F|: 1.2 eV Å⁻¹
LUMO: 0.87 eV
Gap between HOMO and LUMO: 0.426 Eh
Energy: -1114.721267 Ha

Atom charges from the Mulliken analysis, given in e for atoms 1 to 6: atom 1 (C): -1.07, atom 2 (C): -0.39, atom 3 (C): -0.06, atom 4 (Cl): -0.16, atom 5 (Cl): -0.18, atom 6 (H): 0.32